{"formula": "C22H22IrN3O2", "method": "ωB97M-V/def2-TZVPD", "total_charge": 1, "lumo_ev": [-4.43, -5.30], "relative_energy_kcal_mol": 0.0, "largest_force_ev_per_a": 1.03, "spin_multiplicity": 2, "homo_energy_ev": [-10.45, -10.45], "gap_ev": [6.02, 5.15], "symbols": ["Ir", "O", "C", "C", "C", "C", "C", "C", "C", "N", "C", "C", "N", "C", "C", "C", "C", "C", "C", "C", "O", "H", "H", "H", "H", "H", "H", "H", "H", "H", "H", "H", "H", "H", "H", "C", "C", "C", "C", "C", "C", "N", "H", "H", "H", "H", "H", "H", "H", "H"], "coordinates": [[-0.41, 0.05, 0.08], [-0.60, 2.03, 0.06], [-1.03, 2.78, -0.90], [-1.06, 4.17, -0.67], [-1.51, 5.02, -1.65], [-1.94, 4.55, -2.91], [-1.90, 3.21, -3.17], [-1.45, 2.29, -2.18], [-1.45, 0.92, -2.53], [-1.13, -0.09, -1.76], [-1.29, -1.48, -2.22], [-0.28, -2.35, -1.47], [-0.43, -1.98, -0.05], [-0.51, -2.86, 0.88], [-0.74, -2.56, 2.27], [-0.73, -3.62, 3.19], [-0.93, -3.38, 4.53], [-1.15, -2.07, 4.97], [-1.16, -1.01, 4.09], [-0.94, -1.24, 2.73], [-0.96, -0.17, 1.93], [-0.73, 4.54, 0.29], [-1.53, 6.08, -1.45], [-2.29, 5.24, -3.66], [-2.22, 2.83, -4.13], [-1.78, 0.67, -3.54], [-1.17, -1.55, -3.30], [-2.30, -1.80, -1.97], [0.74, -2.11, -1.77], [-0.47, -3.41, -1.63], [-0.44, -3.91, 0.59], [-0.57, -4.63, 2.83], [-0.92, -4.19, 5.24], [-1.31, -1.88, 6.02], [-1.33, 0.00, 4.42], [2.21, -1.41, 1.90], [2.49, -0.57, 0.69], [3.73, -0.27, 0.24], [3.60, 0.57, -0.90], [2.27, 0.79, -1.11], [1.72, 1.64, -2.20], [1.56, 0.07, -0.14], [3.15, -1.50, 2.45], [1.87, -2.42, 1.66], [1.49, -0.95, 2.57], [4.65, -0.61, 0.69], [4.38, 1.00, -1.51], [2.53, 1.85, -2.90], [1.34, 2.60, -1.84], [0.93, 1.15, -2.78]], "mulliken_charge": [1.33, -0.83, 0.43, -0.48, -0.38, -0.70, -1.02, 1.06, -0.28, -0.30, -0.55, -0.85, -0.14, 0.03, 0.79, -0.82, -0.76, -0.46, -0.29, 0.24, -0.51, 0.48, 0.40, 0.43, 0.40, 0.33, 0.48, 0.30, 0.23, 0.55, 0.34, 0.41, 0.42, 0.41, 0.47, -1.19, 0.66, -0.87, -0.93, 0.57, -1.18, 0.10, 0.44, 0.21, 0.19, 0.48, 0.49, 0.44, 0.20, 0.24]}